# 1
Density functional theory data (the ωB97M-V functional and the def2-TZVPD basis) for C7H21F5K2LiNO11PS2Si3 as an isolated structure at a distorted geometry.

Geometry as XYZ:
```
54
Properties=species:S:1:pos:R:3:forces:R:3
C 5.8592 -0.9059 1.6816 -0.9 0.1 -1.1
Si 4.5452 -1.0385 0.3060 -0.1 -0.3 -0.2
C 5.1253 -0.1686 -1.2532 0.4 0.0 0.2
C 4.2012 -2.8622 -0.0413 0.2 0.7 0.4
Si 2.6269 -0.1340 1.2122 -0.3 -0.6 0.1
O 1.2889 -0.3101 0.2249 0.3 0.8 0.5
Si 0.4029 1.1246 0.1826 -0.2 -0.1 -0.8
C -1.1041 0.9271 -0.9044 0.2 -0.1 0.7
C -2.4435 0.9132 -0.1783 -0.2 0.2 -0.7
O -3.0340 -0.3707 -0.3873 0.2 0.0 0.1
C -4.3001 -0.4730 0.2052 0.4 -0.4 0.0
C -4.3735 -1.8490 0.8430 2.0 1.9 -0.4
F -5.2841 -1.9260 1.7883 -0.8 -1.0 -0.3
F -4.6531 -2.8142 -0.1875 1.7 1.0 0.6
F -3.1982 -2.2025 1.3584 -0.6 -0.5 -0.2
H 5.4411 -1.3889 2.5521 -0.3 1.4 -1.0
H 6.0190 0.1499 1.8535 0.3 0.2 0.4
H 6.7678 -1.3971 1.3525 0.4 -0.1 0.1
H 6.1898 -0.3650 -1.3546 0.3 -0.1 -0.1
H 5.0212 0.9121 -1.2069 -0.2 0.2 0.1
H 4.6488 -0.5309 -2.1566 -0.3 -0.1 -0.1
H 3.4544 -2.9362 -0.8210 -0.1 -0.2 -0.2
H 3.8018 -3.2893 0.8737 -0.2 -0.3 0.1
H 5.1058 -3.3997 -0.2959 0.1 -0.2 -0.2
H 2.8269 1.2900 1.5774 0.0 0.1 0.0
H 2.3551 -0.8763 2.4745 0.1 0.1 0.1
H 0.0980 1.5450 1.5665 -0.1 -0.1 0.0
H 1.2913 2.1377 -0.4302 0.1 0.1 0.1
H -0.9915 -0.0200 -1.4218 0.0 -0.2 -0.2
H -1.0704 1.6937 -1.6643 0.0 0.2 -0.2
H -3.0992 1.6519 -0.6351 -0.2 0.2 0.0
H -2.3887 1.1619 0.8779 0.0 -0.2 0.3
H -5.0421 -0.3903 -0.5865 -0.5 0.0 0.1
H -4.4702 0.2416 1.0238 -0.3 0.3 0.2
N 2.1983 3.7538 -4.6935 0.4 -0.2 0.5
S 1.9572 5.0988 -3.8763 -0.2 1.4 -0.3
O 2.9460 5.3294 -2.8631 0.5 -0.4 0.0
O 0.6086 5.4180 -3.5964 -0.3 -0.2 0.1
F 2.3622 6.1069 -5.0215 0.1 -0.3 -0.1
S 1.9685 2.4431 -3.8683 -0.8 -1.1 -0.4
O 2.5217 1.3151 -4.5299 0.5 0.1 -0.4
O 0.7182 2.2739 -3.2256 -0.2 0.5 0.2
F 3.0004 2.6466 -2.6029 0.8 0.0 0.1
Li 4.8493 3.3570 -3.2262 -0.8 0.1 0.2
K -6.4341 -3.9611 0.0619 -2.3 -1.3 0.5
O -8.8152 -6.4990 1.6249 0.2 0.0 -0.1
H -8.3682 -6.9087 2.3717 0.0 0.0 0.1
H -9.7067 -6.8567 1.6556 -0.1 0.1 0.0
O -4.5546 -0.0114 4.5661 -0.2 -0.2 0.0
P -5.4760 1.0276 3.9144 0.4 0.2 -0.7
O -5.0356 1.2212 2.4490 0.1 0.0 0.1
O -5.4479 2.3740 4.6382 -0.2 0.0 0.0
O -6.9110 0.4896 3.9818 -0.1 -0.1 0.3
K 6.0012 -2.7181 3.8108 0.6 -1.5 1.5
```
Positions in Å, forces in eV/Å.

Calculated values
Kohn-Sham gap: 0.0397 Eh
LUMO energy: -0.1 eV
total charge: -1
HOMO level: -1.14 eV
E_tot: -132645.1395 eV


# 2
Density functional theory data (the ωB97M-V functional and the def2-TZVPD basis) for a 2-piece molecular cluster, C3H8O2 overall at a distorted geometry.

Geometry as XYZ:
```
13
Properties=species:S:1:pos:R:3:forces:R:3
C -1.3391 1.3382 0.8745 -1.3 -0.6 -0.2
C -0.3326 0.2702 0.5665 0.1 -0.3 -0.5
C -0.5657 -0.7219 -0.3067 0.4 1.1 2.3
O 0.3725 -1.7086 -0.4973 -0.8 0.0 -0.5
H -1.0936 2.0103 1.6904 0.4 0.1 -0.2
H -1.6487 1.8881 -0.0168 0.3 0.3 0.1
H -2.2639 0.8394 1.1982 0.0 0.1 0.1
H 0.5870 0.3064 1.1314 0.4 -0.1 -0.2
H -1.5818 -0.8507 -0.6365 -0.1 -0.3 -0.8
H -0.0426 -2.3264 -1.1042 0.4 -0.3 -0.1
H 1.9324 -0.5353 -1.0527 -0.2 -0.5 -1.0
H 3.1301 -0.1080 -0.4844 1.0 0.1 -0.3
O 2.8458 -0.4016 -1.3624 -0.7 0.3 1.3
```
Positions in Å, forces in eV/Å.

Calculated values
Kohn-Sham gap: 0.3558 Eh
LUMO energy: 0.8 eV
SMILES: C/C=C/O.O
energy above the lowest of the compared OMol25 structures with the same formula, charge and spin: 146.21 kJ/mol
HOMO level: -8.93 eV
E_tot: -7334.5352 eV


# 3
Density functional theory data (the ωB97M-V functional and the def2-TZVPD basis) for an isolated ion of composition C3HN2O4 and charge -1 at a distorted geometry.

Geometry as XYZ:
```
10
Properties=species:S:1:pos:R:3:forces:R:3
C -1.5520 0.6014 0.7594 2.9 -0.6 -1.2
C 1.3321 0.2337 -1.2025 -1.6 -0.3 0.9
C 0.0168 -0.9880 0.6649 1.2 0.0 -0.7
N -0.6993 0.9965 -0.1774 -1.3 0.8 -0.1
N 0.2357 -0.0174 -0.3199 1.5 0.2 -0.8
O 0.7181 -1.9236 0.9050 0.8 -1.2 0.2
O -2.5019 1.0603 1.2792 -2.7 1.4 1.0
O 2.3134 -0.4134 -1.4189 0.7 -1.2 0.5
O -1.0760 -0.6768 1.3096 -0.5 0.2 0.0
H 1.2132 1.1272 -1.7995 -0.9 0.8 0.2
```
Positions in Å, forces in eV/Å.

Calculated values
Kohn-Sham gap: 0.2886 Eh
LUMO energy: 3.9 eV
total charge: -1
SMILES: O=Cn1nc([O-])oc1=O
energy above the lowest of the compared OMol25 structures with the same formula, charge and spin: 70.04 kJ/mol
HOMO level: -3.92 eV
E_tot: -14299.1714 eV


# 4
Density functional theory data (the ωB97M-V functional and the def2-TZVPD basis) for a 8-piece molecular cluster, C10H27N7O17 overall at a distorted geometry.

Geometry as XYZ:
```
61
Properties=species:S:1:pos:R:3:forces:R:3
C -3.0533 3.8449 0.1991 1.2 0.3 -0.6
O -3.9301 3.2830 1.1526 -0.1 -0.1 0.7
C -5.2364 3.2740 0.9734 0.0 0.3 -0.4
O -5.8230 3.7214 0.0149 -0.1 0.1 0.1
O -5.7921 2.7082 2.0374 0.3 -0.2 0.1
C -7.2105 2.7218 2.1422 -0.7 0.4 0.1
H -2.5801 3.0352 -0.3577 -0.2 0.1 -0.1
H -2.2542 4.3571 0.7387 -0.2 -0.2 0.3
H -3.4386 4.5832 -0.5024 -0.7 -0.3 0.2
H -7.4392 2.8905 3.1927 0.1 -0.1 0.0
H -7.6713 1.7901 1.8169 0.3 -0.1 -0.1
H -7.6502 3.5383 1.5689 0.2 -0.1 -0.1
C -6.4889 6.8162 -0.2478 0.3 -0.9 0.6
N -5.4527 7.4344 -1.1078 -0.4 0.8 0.4
O -5.3882 7.1397 -2.2750 -0.1 -0.6 -0.5
O -4.7765 8.2899 -0.5868 0.4 0.2 0.3
H -6.9801 7.6052 0.3097 -0.4 0.1 -0.5
H -5.9966 6.2115 0.5148 0.3 0.1 -0.2
H -7.0781 6.1172 -0.8310 -0.4 0.4 -0.1
C -10.3733 -0.5480 -2.2780 0.9 0.8 0.5
N -11.4576 0.3637 -2.7006 0.5 -1.0 -0.4
O -11.5147 1.4460 -2.1828 -0.3 1.0 0.3
O -12.1849 -0.0704 -3.5587 -0.6 0.2 -0.3
H -9.7418 -0.6908 -3.1509 -0.4 -0.6 -0.1
H -10.8323 -1.4197 -1.8284 0.2 -0.2 -0.3
H -9.7627 -0.0033 -1.5616 -0.3 -0.2 0.3
C -7.4515 2.0425 -1.8219 -0.4 -0.7 1.2
N -8.5023 2.9998 -1.3839 0.2 -0.5 -1.1
O -8.5492 4.0618 -1.9655 0.0 0.8 -0.2
O -9.2552 2.6567 -0.5150 -0.3 -0.2 0.7
H -6.9596 1.8396 -0.8718 0.6 0.1 -0.4
H -6.8310 2.4718 -2.5911 0.0 0.0 0.2
H -7.8990 1.0804 -2.0645 -0.4 0.3 -0.4
C -5.6076 4.5049 -3.8367 1.0 0.1 0.0
N -4.4983 3.9366 -2.9937 -0.1 -0.6 -0.6
O -3.4762 4.5662 -2.8542 -0.1 0.1 0.1
O -4.6967 2.8158 -2.5513 0.4 0.3 0.0
H -5.1537 5.2845 -4.4402 -0.2 0.3 0.3
H -6.3521 4.8480 -3.1265 -0.2 0.1 -0.3
H -5.9290 3.7087 -4.4978 -0.3 -0.1 0.3
C -12.0007 4.5477 -3.1800 0.0 -0.9 0.1
N -11.1557 4.6620 -4.3972 -0.2 -0.1 -0.7
O -11.0384 3.6511 -5.0690 0.1 -0.1 0.2
O -10.6440 5.7172 -4.6970 0.0 0.3 0.5
H -11.3356 4.1994 -2.3908 0.1 0.5 0.2
H -12.6671 3.7058 -3.3474 -0.1 0.1 -0.2
H -12.5433 5.4609 -2.9776 0.3 0.2 0.0
C -6.1287 -2.4195 -0.5253 0.0 -0.7 -0.5
N -7.2269 -1.9640 0.3650 0.6 0.7 -0.1
O -7.2287 -2.3248 1.5117 -0.1 -0.4 0.4
O -7.9929 -1.1502 -0.1120 -0.3 0.1 -0.2
H -5.2985 -1.7224 -0.4640 -0.2 0.2 0.1
H -6.5372 -2.4576 -1.5303 0.1 0.2 0.0
H -5.7848 -3.4082 -0.2361 -0.1 0.1 0.3
C -8.1623 2.2376 -6.1397 0.5 1.0 0.1
N -8.5916 0.8282 -6.0466 -0.4 0.3 -1.0
O -8.1190 0.0903 -6.8837 0.1 -0.3 0.1
O -9.3738 0.5033 -5.1896 -0.2 -0.1 0.7
H -7.2545 2.2617 -5.5349 0.0 0.2 -0.2
H -8.8613 2.9944 -5.7879 -0.4 -0.7 0.4
H -7.9556 2.4863 -7.1748 0.3 -0.4 0.0
```
Positions in Å, forces in eV/Å.

Calculated values
Kohn-Sham gap: 0.3942 Eh
LUMO energy: -0.3 eV
SMILES: C[N+](=O)[O-].C[N+](=O)[O-].C[N+](=O)[O-].C[N+](=O)[O-].C[N+](=O)[O-].C[N+](=O)[O-].C[N+](=O)[O-].COC(=O)OC
energy above the lowest of the compared OMol25 structures with the same formula, charge and spin: 0.00 kJ/mol
HOMO level: -11.00 eV
E_tot: -56026.2256 eV


# 5
Density functional theory data (the ωB97M-V functional and the def2-TZVPD basis) for one molecule with the formula C2H5N5 at a distorted geometry.

Geometry as XYZ:
```
12
Properties=species:S:1:pos:R:3:forces:R:3
C 0.0192 -0.5518 0.5590 -3.8 0.4 -4.0
C 1.0536 0.4494 0.1897 1.1 -0.5 1.9
N -1.5647 -1.8093 1.1726 -3.3 -1.7 1.7
N -0.5401 -1.0803 1.5525 2.4 0.6 0.4
N -1.0336 -0.9685 -0.6621 4.3 2.1 3.1
N -1.8988 -1.6882 -0.0350 -0.1 -0.6 -1.5
N 0.6038 1.6321 -0.4145 -0.8 0.2 -2.8
H 1.6534 0.7453 1.0948 -0.5 -0.7 -0.7
H 1.6511 -0.2079 -0.4259 1.0 0.6 -0.6
H 0.4615 1.6836 -1.4421 0.3 -0.1 1.6
H -0.9773 -0.7073 -1.6438 -0.7 -0.5 0.5
H 0.5717 2.5030 0.0548 0.1 0.3 0.5
```
Positions in Å, forces in eV/Å.

Calculated values
Kohn-Sham gap: 0.3729 Eh
LUMO energy: 0.5 eV
SMILES: NCc1nnn[nH]1
energy above the lowest of the compared OMol25 structures with the same formula, charge and spin: 345.80 kJ/mol
HOMO level: -9.60 eV
E_tot: -9602.4374 eV


# 6
Density functional theory data (the ωB97M-V functional and the def2-TZVPD basis) for a 2-piece molecular cluster, C2H4N2O2 overall at a distorted geometry.

Geometry as XYZ:
```
10
Properties=species:S:1:pos:R:3:forces:R:3
C 1.2052 -0.9095 -1.9359 0.9 -0.8 -0.1
C -0.7076 0.9784 1.5114 0.3 -0.5 0.3
N -0.5119 -0.5631 -0.3323 -0.9 0.7 0.2
N -0.0540 0.2415 0.5817 1.7 1.6 2.2
O 0.6129 -1.3897 -2.7937 -1.2 -0.1 -0.9
O 2.0619 -0.5767 -1.2269 0.3 0.9 0.9
H -1.8037 0.8346 1.4649 0.8 0.2 0.1
H -0.2917 1.5508 2.4597 -0.3 -1.5 -2.7
H -1.5537 -0.4802 -0.2896 0.9 -0.3 -0.1
H 1.0426 0.3138 0.5609 -2.6 -0.3 0.0
```
Positions in Å, forces in eV/Å.

Calculated values
Kohn-Sham gap (spin up / spin down): 0.3337 / 0.3337 Eh
LUMO energy (spin up / spin down): 0.7 / 0.7 eV
energy above the lowest of the compared OMol25 structures with the same formula, charge and spin: 319.75 kJ/mol
HOMO level (spin up / spin down): -8.36 / -8.35 eV
E_tot: -9211.9089 eV


# 7
Density functional theory data (the ωB97M-V functional and the def2-TZVPD basis) for a 4-piece molecular cluster, C30H58F2N5O4 overall at a distorted geometry.

Geometry as XYZ:
```
99
Properties=species:S:1:pos:R:3:forces:R:3
C -1.4600 0.8794 2.9220 0.8 -0.2 -0.3
C -3.0950 0.9040 3.0535 0.9 0.0 0.4
F -3.4547 -0.1208 4.1013 0.5 2.2 -2.5
C -3.8802 0.5066 1.6327 0.7 0.6 1.3
N -3.0757 -0.6113 1.0058 3.0 -1.7 -4.1
C -2.9118 -2.0693 1.3750 3.6 2.0 -5.4
C -1.8602 -2.5665 0.2149 -2.1 0.8 2.9
C -1.4620 -4.1554 0.2831 -0.7 -0.1 0.0
C -1.3972 -4.9093 -1.1796 -0.2 -0.5 0.2
F -0.2382 -4.3596 1.1230 -2.5 0.7 -2.2
N -1.4286 -1.4550 -0.7420 -4.9 0.2 5.7
C -0.4635 -1.5868 -1.8995 1.9 -0.4 -0.5
C 0.6967 -0.3995 -1.9475 0.3 0.6 -2.0
C 0.2055 0.6487 -3.1364 -0.9 -0.1 0.1
O 0.9044 0.2757 -0.6567 0.4 -0.2 -2.1
C 2.2455 0.8699 -0.5430 0.8 -0.1 1.9
C 3.2204 -0.2607 0.1407 2.0 -1.7 0.9
C 4.8313 0.1158 0.2384 -1.7 -4.0 1.8
C 5.8330 -0.9850 0.9604 -4.9 -0.3 -0.7
C 5.1470 -2.3814 1.5020 -1.8 1.8 -1.2
C 3.5487 -2.7710 1.3910 1.3 4.4 -1.8
C 2.5466 -1.6600 0.7070 4.6 0.2 0.5
C -2.2361 -0.2811 -0.2157 0.8 -3.1 0.7
H -1.0235 -0.2177 2.7778 -1.2 2.3 0.3
H -0.9034 1.3366 3.8618 -1.6 -1.0 -1.8
H -1.0670 1.5104 1.9923 -1.1 -1.3 1.8
H -3.3948 1.9817 3.4445 0.2 -2.5 -0.8
H -4.9714 0.1392 1.8452 2.2 0.8 -0.5
H -3.8364 1.4427 0.8944 -0.2 -2.2 1.7
H -3.4180 -2.6288 2.2699 1.1 1.4 -2.0
H -2.3431 -4.6918 0.8833 2.1 1.5 -1.1
H -0.3431 -5.4036 -1.3479 -2.1 1.2 0.3
H -2.2106 -5.7829 -1.1819 1.9 2.0 0.1
H -1.6885 -4.1936 -2.0623 0.8 -1.3 1.8
H -1.0063 -1.6132 -2.9396 0.8 0.2 2.3
H 0.1468 -2.6075 -1.8033 -1.8 2.2 0.2
H 1.7184 -0.8681 -2.3494 -2.2 0.7 1.2
H -0.8293 1.1207 -2.7815 2.3 -0.7 -0.8
H 0.9989 1.4719 -3.3961 -1.6 -1.5 0.8
H -0.0533 0.0932 -4.1578 0.8 0.9 2.3
H 2.1585 1.7534 0.2546 0.0 -1.9 -1.8
H 2.6601 1.3558 -1.5234 -0.8 -1.2 1.6
H 5.2047 1.1655 -0.1742 -0.8 -2.6 1.0
H 6.9765 -0.7254 1.0627 -2.6 -0.8 -0.1
H 5.8477 -3.1661 2.0188 -1.5 1.7 -1.2
H 3.0817 -3.7934 1.7679 1.4 2.4 -0.8
H 1.3990 -1.9259 0.6573 2.6 0.9 0.0
H -2.0950 0.7447 -0.7632 -0.6 -1.9 1.5
C 4.2776 2.8133 -7.0739 -0.1 0.3 -0.1
C 3.6699 1.4145 -7.0042 0.4 0.0 0.2
C 3.2187 1.0060 -5.5830 0.2 -0.3 -0.2
O 4.2891 0.6307 -4.7104 -0.6 0.3 -0.1
C 4.9625 1.7230 -4.1044 0.3 -0.3 0.0
N 4.6289 0.4498 -7.5630 -0.2 -0.2 0.4
H 5.2965 2.8520 -6.6796 -0.1 -0.1 0.0
H 4.3255 3.1564 -8.1131 0.0 -0.1 0.2
H 3.6676 3.5332 -6.5162 0.1 -0.1 0.0
H 2.7777 1.4195 -7.6420 0.0 -0.1 0.1
H 2.5877 0.1142 -5.6739 0.2 0.0 0.0
H 2.5942 1.7799 -5.1200 0.1 0.2 0.0
H 4.2871 2.5560 -3.8849 0.0 0.0 -0.1
H 5.7839 2.0549 -4.7428 -0.1 0.2 0.1
H 5.3983 1.3744 -3.1643 -0.1 -0.1 -0.1
H 4.1807 -0.4666 -7.6084 0.1 0.2 -0.2
H 5.3703 0.3216 -6.8685 -0.1 0.1 -0.3
C -3.9447 -2.9633 8.6402 -0.1 0.1 0.3
C -4.5161 -2.5711 7.2799 0.3 -0.4 0.0
C -5.2476 -3.7269 6.5594 0.1 0.2 -0.2
O -4.3772 -4.6935 5.9627 -0.5 0.2 0.3
C -3.8769 -5.6685 6.8645 0.2 -0.1 -0.2
N -3.4351 -2.0177 6.4505 -0.2 -0.2 -0.4
H -3.0342 -3.5628 8.5597 -0.1 0.1 -0.1
H -3.6865 -2.0686 9.2172 0.0 -0.1 -0.2
H -4.6781 -3.5320 9.2234 0.1 0.1 -0.1
H -5.2524 -1.7777 7.4571 0.0 -0.1 -0.1
H -5.8210 -3.2968 5.7301 0.1 -0.1 0.0
H -5.9764 -4.2155 7.2177 0.1 -0.1 0.1
H -4.6054 -5.9292 7.6389 0.0 0.1 0.0
H -2.9479 -5.3156 7.3170 -0.1 -0.1 0.2
H -3.6415 -6.5705 6.2936 -0.1 0.1 0.0
H -3.8389 -1.6638 5.5820 0.1 0.1 0.3
H -2.8548 -2.8037 6.1440 -0.1 0.2 0.2
C -1.7480 5.3919 -1.9827 -0.3 0.2 0.0
C -0.8954 4.6571 -0.9513 0.1 0.2 -0.4
C 0.5203 5.2543 -0.7802 0.1 -0.3 0.1
O 1.4310 4.9216 -1.8328 -0.4 0.3 0.4
C 1.3084 5.7305 -2.9924 0.2 -0.2 -0.2
N -0.8392 3.2315 -1.3079 0.2 -0.2 0.2
H -1.4642 5.1559 -3.0116 0.1 0.0 0.1
H -2.8022 5.1153 -1.8721 0.2 0.0 0.0
H -1.6756 6.4774 -1.8484 0.0 -0.2 0.0
H -1.4081 4.7489 0.0139 0.2 0.0 0.0
H 0.9569 4.8289 0.1309 0.0 0.0 -0.1
H 0.4844 6.3399 -0.6273 -0.1 0.0 -0.2
H 1.0386 6.7635 -2.7504 -0.1 -0.1 0.0
H 0.5765 5.2944 -3.6753 -0.1 0.2 -0.1
H 2.2733 5.7366 -3.5062 0.0 0.0 0.2
H -0.3550 2.7279 -0.5632 0.0 0.0 -0.1
H -0.2074 3.1436 -2.1089 -0.2 0.1 0.2
```
Positions in Å, forces in eV/Å.

Calculated values
Kohn-Sham gap: 0.2519 Eh
LUMO energy: -3.6 eV
total charge: +1
HOMO level: -10.42 eV
E_tot: -53101.8929 eV